(1)
Molecular formula: C3H9NS2
Method: DFT, ωB97M-V/def2-TZVPD

## Properties
Largest force on an atom, eV/A: 5.12
HOMO-LUMO gap, eV: 4.20

Last column: Löwdin charge in e.
Element x y z (Å)
S (-3.9308, 0.5182, -0.2434)  0.338
S (3.3976, -0.1246, 0.5542)  0.599
C (1.9252, -0.0235, -0.4200)  -0.770
C (0.7672, -1.0265, 0.2243)  -0.218
C (-0.7260, -0.4979, -0.0409)  -0.336
N (-0.9459, 0.9466, -0.1554)  -0.082
H (3.3280, -1.4729, -0.9630)  0.162
H (2.1243, -0.1757, -1.5253)  0.045
H (1.6764, 1.0735, -0.2147)  0.048
H (0.8407, -1.1315, 1.2845)  0.057
H (0.9904, -2.0905, 0.0228)  0.089
H (-1.2652, -0.9697, 0.7839)  0.085
H (-1.3219, -1.0875, -0.7270)  0.071
H (-1.9681, 1.0812, 0.0346)  -0.147
H (-1.0501, 1.1363, -1.1613)  0.061

=====

(2)
Molecular formula: C3H9NSi
Method: DFT, ωB97M-V/def2-TZVPD

## Properties
SMILES: C[SiH2]N.C#C
Largest force on an atom, eV/A: 3.05
HOMO-LUMO gap, eV: 10.57

Last column: Löwdin charge in e.
Element x y z (Å)
C (-1.7286, -1.5878, -0.2350)  -0.276
Si (-1.6482, 0.3257, -0.0113)  0.494
N (-0.0472, 0.8528, 0.5066)  -0.155
H (-1.2468, -1.9540, 0.7231)  0.031
H (-2.7636, -1.8465, -0.3036)  -0.009
H (-1.0379, -1.8485, -1.0800)  0.027
H (-2.9777, 0.6110, 0.8763)  -0.042
H (-2.0869, 1.1007, -1.1833)  -0.075
H (0.3925, 1.4860, -0.1271)  -0.001
H (0.2165, 1.1718, 1.4383)  0.031
C (3.6373, 0.5658, -0.5290)  -0.017
C (2.8000, 0.2819, 0.2940)  -0.040
H (4.3973, 0.8111, -1.3623)  0.062
H (2.0932, 0.0301, 0.9932)  -0.029

=====

Energy relative to the best compared isomer or geometry (same formula, charge and spin), record by record: 886.4, 189.0 kJ/mol
E, record by record: -970.494100, -463.861113 hartree